Entry 1:
{
  "formula": "C18H22BF19N2O8",
  "method": "ωB97M-V with the def2-TZVPD basis set",
  "orbital_gap_ev": 10.388,
  "homo_energy_ev": -10.26,
  "charge": 0,
  "smiles": "CC(=O)OC[C@@](N)(C[C@H](O)C(F)(F)F)OC(=O)B(N)O.FC(F)C(F)(F)COC(F)(F)C(F)F.FC(F)C(F)(F)COC(F)(F)C(F)F",
  "multiplicity": 1,
  "elements": ["C", "C", "O", "O", "C", "C", "N", "C", "C", "O", "C", "F", "F", "F", "O", "C", "O", "B", "N", "O", "H", "H", "H", "H", "H", "H", "H", "H", "H", "H", "H", "H", "H", "H", "C", "C", "C", "F", "F", "F", "F", "O", "C", "C", "F", "F", "F", "F", "H", "H", "H", "H", "C", "C", "C", "F", "F", "F", "F", "O", "C", "C", "F", "F", "F", "F", "H", "H", "H", "H"],
  "positions_angstrom": [[-1.42914, 0.98729, -1.23713], [-0.59549, -0.26421, -1.38727], [0.48432, -0.38548, -0.91028], [-1.07381, -1.24742, -2.18599], [-2.45819, -1.53717, -2.24850], [-2.92337, -2.72980, -1.39522], [-4.31449, -3.00919, -1.77917], [-2.16187, -4.05730, -1.60330], [-0.71744, -4.24471, -1.08915], [-0.25802, -3.14498, -0.32782], [0.27238, -4.50164, -2.23738], [1.52903, -4.44947, -1.76557], [0.07503, -5.71613, -2.77844], [0.19764, -3.60395, -3.23155], [-2.86849, -2.21166, -0.05634], [-2.96066, -3.02124, 1.02701], [-3.51704, -4.08873, 0.98755], [-2.34184, -2.37431, 2.35877], [-1.20948, -2.93779, 3.01749], [-2.94593, -1.27421, 2.92958], [-0.83080, 1.71450, -0.67361], [-1.71226, 1.41062, -2.20792], [-2.33518, 0.77881, -0.65049], [-3.06280, -0.67856, -1.92524], [-2.70268, -1.74397, -3.30447], [-4.94567, -2.73886, -1.03348], [-4.58564, -2.50823, -2.61776], [-2.17745, -4.20005, -2.69840], [-2.80190, -4.84836, -1.19085], [-0.66459, -5.16930, -0.48880], [0.27311, -3.46440, 0.41067], [-0.50469, -2.26905, 3.30304], [-0.77613, -3.72539, 2.55809], [-3.68359, -0.92216, 2.41989], [0.26920, 5.34899, 3.94303], [0.64773, 6.10613, 2.66855], [-0.46629, 6.86386, 1.93983], [-1.41970, 6.00622, 1.51586], [0.06573, 7.48043, 0.86391], [1.29149, 5.29592, 1.80880], [1.51913, 7.08354, 3.07184], [0.06012, 3.96615, 3.79938], [-1.15617, 3.45447, 3.50495], [-1.13075, 2.68969, 2.17429], [-0.73083, 3.49989, 1.17257], [-2.38565, 2.25625, 1.89930], [-2.12502, 4.38378, 3.51532], [-1.46401, 2.53512, 4.45510], [1.15121, 5.42548, 4.57744], [-0.55331, 5.84001, 4.46529], [-0.91284, 7.61434, 2.59690], [-0.45688, 1.83429, 2.24646], [3.03981, -1.48321, -1.93357], [3.47487, -1.50947, -0.46870], [2.92499, -0.40707, 0.43970], [3.35751, 0.80352, 0.02754], [3.38867, -0.61758, 1.69946], [4.81805, -1.57904, -0.35959], [2.95345, -2.66933, 0.05250], [3.94620, -0.92585, -2.86011], [3.94296, 0.39272, -3.15680], [5.28054, 1.05649, -2.79542], [5.54268, 0.90068, -1.48276], [5.19417, 2.37885, -3.06425], [2.90891, 1.04712, -2.60736], [3.82590, 0.51227, -4.50825], [2.96799, -2.52904, -2.22583], [2.03793, -1.06295, -2.02009], [1.83597, -0.43025, 0.44395], [6.08337, 0.61409, -3.38717]]
}

***

Entry 2:
{
  "formula": "CH11O5",
  "method": "ωB97M-V with the def2-TZVPD basis set",
  "orbital_gap_ev": 7.866,
  "homo_energy_ev": -4.38,
  "e_above_lowest_kj_mol": 81.20,
  "charge": -1,
  "multiplicity": 1,
  "elements": ["C", "O", "H", "H", "H", "H", "H", "O", "H", "H", "O", "H", "H", "O", "H", "H", "O"],
  "positions_angstrom": [[3.12230, 1.81788, -0.10898], [3.60390, 0.89606, 0.87092], [3.94875, 2.49395, -0.29183], [2.30446, 2.38183, 0.35187], [2.71796, 1.30919, -0.98113], [-3.80642, -1.76645, -3.05865], [-3.70347, -1.20714, -1.70700], [-4.32963, -1.71737, -2.25652], [2.80069, 0.32493, 1.03256], [-0.94744, -1.90366, 0.32790], [-0.77279, -1.00374, 0.60248], [-2.43892, 1.66825, -0.32775], [-1.89447, 0.18983, -0.25918], [-2.48795, 0.80714, -0.73643], [1.66202, -1.26821, 2.29254], [0.18047, -1.05055, 0.97885], [1.49851, -0.50479, 1.69616]]
}

***

Entry 3:
{
  "formula": "C6H10O",
  "method": "ωB97M-V with the def2-TZVPD basis set",
  "orbital_gap_ev": [8.358, 8.323],
  "homo_energy_ev": [-9.43, -9.43],
  "e_above_lowest_kj_mol": 512.02,
  "charge": 0,
  "multiplicity": 1,
  "elements": ["O", "C", "C", "C", "C", "C", "C", "H", "H", "H", "H", "H", "H", "H", "H", "H", "H"],
  "positions_angstrom": [[-1.47507, 1.26504, 1.30971], [-1.78694, 0.48541, 0.43826], [-1.21326, -0.90793, 0.29652], [0.17169, -1.05586, 0.93425], [1.29205, -0.74717, -0.02010], [-0.43911, 1.50376, -1.70433], [2.25862, 0.14576, 0.18760], [-2.59545, 0.72899, -0.28075], [-1.93700, -1.57835, 0.78283], [-1.20225, -1.17141, -0.76646], [0.29715, -2.08652, 1.29105], [0.22919, -0.39798, 1.80829], [1.31770, -1.35070, -0.93015], [-0.18075, 1.72999, -2.76146], [-0.09835, 2.40959, -1.15860], [3.07663, 0.27467, -0.51719], [2.28517, 0.75271, 1.09052]]
}

***

Entry 4:
{
  "formula": "CH3F2N2P",
  "method": "ωB97M-V with the def2-TZVPD basis set",
  "orbital_gap_ev": 9.760,
  "homo_energy_ev": -9.98,
  "e_above_lowest_kj_mol": 43.93,
  "charge": 0,
  "smiles": "[H]/N=C/P(=N)(F)F",
  "multiplicity": 1,
  "elements": ["C", "N", "N", "F", "F", "P", "H", "H", "H"],
  "positions_angstrom": [[0.42893, 0.65159, -0.10827], [1.59236, 1.04946, -0.33525], [-1.12830, -2.04977, -0.39562], [0.14867, -0.61632, -2.35095], [1.44059, -1.82710, -0.81112], [0.08338, -1.02375, -0.82735], [-0.45717, 1.13809, 0.33124], [1.91892, 1.99666, -0.03004], [-1.65363, -1.42343, 0.09362]]
}

***

Table of total energy (eV), in record order: -90694.9015 -11453.8133 -8425.9337 -18790.0207